1.
Entry from the OMol25 dataset: a gas-phase ion, C9H12N3O2 (charge +1) (ωB97M-V with the def2-TZVPD basis set).

Last column: Mulliken charge in e.
Cartesian coordinates (Å):
C 1.067 1.253 0.461  -0.6309
C 1.363 2.402 0.163  0.8961
C 1.679 -1.083 0.147  0.1134
C 0.791 -0.099 0.636  0.4431
C 1.296 -2.335 0.587  -1.0506
C -1.323 -0.274 -1.239  -0.5940
C -0.559 -0.391 1.065  -0.9599
C -1.633 0.282 0.121  0.0763
C 1.664 3.814 0.288  -1.0924
N -2.299 -0.415 -2.061  -0.1292
N -2.979 0.102 0.541  0.9597
N 2.148 -3.391 -0.192  -0.1949
O -3.158 -0.491 1.554  -0.5725
O -3.714 0.794 -0.130  -0.6339
H 2.301 -0.741 -0.613  0.4571
H -0.878 -1.429 1.161  0.4761
H -0.701 -0.078 2.172  0.4498
H -1.494 1.321 0.028  0.4312
H 1.777 3.988 1.391  0.2963
H 2.668 4.156 -0.121  0.3302
H 0.685 4.335 -0.187  0.3012
H -3.291 -0.090 -1.817  0.2530
H -2.065 -0.750 -2.974  0.2669
H 2.127 -4.417 0.202  0.3893
H 3.046 -3.092 -0.220  0.3165
H 1.480 -3.374 -0.964  0.4020

Values from the calculation:
- total charge = +1
- total energy (eV) = -18075.0670
- energy above the lowest of the compared OMol25 structures with the same formula, charge and spin (kcal/mol) = 221.6
- HOMO energy (eV) = -11.775


2.
Entry from the OMol25 dataset: a single C9H12N4O molecule (ωB97M-V with the def2-TZVPD basis set).

Last column: Mulliken charge in e.
Cartesian coordinates (Å):
C -3.663 1.214 0.157  -1.7141
C -2.520 0.231 -0.011  0.3593
C -2.915 -1.113 -0.103  -0.0750
N -2.102 -2.101 -0.158  -0.5991
C -0.771 -1.867 -0.108  0.5125
N 0.233 -2.693 0.008  -0.7029
C 1.396 -2.007 0.219  0.4651
O 2.536 -2.468 0.222  -0.5808
N 1.121 -0.645 0.562  0.0101
C 1.842 0.486 0.223  0.4005
C 1.894 0.704 -1.330  -1.2932
C 3.224 0.409 0.864  -1.6883
N -0.412 -0.554 -0.001  -0.0461
C -1.167 0.514 0.058  0.2912
H -3.327 2.250 -0.111  0.3639
H -3.827 1.148 1.139  0.4068
H -4.544 1.167 -0.410  0.4379
H -3.956 -1.284 0.051  0.4396
H 1.294 1.344 0.537  0.2720
H 0.883 0.824 -1.703  0.3914
H 2.394 1.692 -1.438  0.3944
H 2.432 -0.041 -1.885  0.3358
H 3.836 -0.162 0.166  0.3287
H 3.217 0.075 1.821  0.5037
H 3.650 1.330 1.060  0.4878
H -0.747 1.545 0.172  0.2989

Values from the calculation:
- SMILES = Cc1cnc2nc(=O)n(C(C)C)n2c1
- total energy (eV) = -17533.1019
- energy above the lowest of the compared OMol25 structures with the same formula, charge and spin (kcal/mol) = 51.2
- HOMO energy (eV) = -8.685


3.
Entry from the OMol25 dataset: 2 unconnected molecules or ions with the total composition C9H12N4O2 (ωB97M-V with the def2-TZVPD basis set).

Last column: Mulliken charge in e.
Cartesian coordinates (Å):
C 3.410 -1.037 1.248  -1.0994
C 2.177 -0.435 1.595  -0.6071
C 3.535 -1.720 -0.030  -0.4261
C 1.330 -0.894 -0.562  0.2176
C 1.110 -0.328 0.651  1.5091
C 2.461 -1.633 -0.915  -0.3267
C -1.859 0.856 -1.733  -0.0785
C -0.079 0.377 0.755  -0.7408
C -1.844 -0.352 -1.170  0.0803
N -2.716 1.349 -2.653  -0.4084
N 2.318 -2.275 -2.279  0.9786
N -0.277 1.025 2.110  -0.0428
N -1.747 -1.594 -1.094  -0.1688
O 3.320 -2.729 -2.792  -0.4909
O 1.135 -2.299 -2.594  -0.5639
H 4.366 -1.101 1.693  0.4199
H 2.207 0.093 2.570  0.1622
H 4.313 -2.416 -0.204  0.5123
H 0.451 -0.740 -1.122  0.4438
H -1.052 1.524 -1.528  0.4050
H -3.007 2.345 -2.622  0.2827
H 0.402 0.676 2.777  0.2502
H -1.159 0.747 2.529  0.4132
H -0.460 1.983 1.882  0.3944
H -2.192 -2.152 -0.260  0.3241
H -3.483 0.755 -2.970  0.2535
H -1.486 -2.081 -1.955  0.3064

Values from the calculation:
- total charge = +2
- total energy (eV) = -19557.4642
- energy above the lowest of the compared OMol25 structures with the same formula, charge and spin (kcal/mol) = 46.8
- HOMO energy (eV) = -16.213


4.
Entry from the OMol25 dataset: a molecular structure, C9H12N4S (ωB97M-V with the def2-TZVPD basis set).

Last column: Mulliken charge in e.
Cartesian coordinates (Å):
C -1.177 -1.518 -1.930  -0.5649
C 0.680 -0.809 -0.671  0.0568
C -0.488 -1.160 -3.043  -0.4088
C -0.632 -1.366 -0.645  0.9901
C 1.255 -0.382 -1.852  -0.1111
C 2.614 3.293 1.092  -0.4281
C 1.889 4.212 0.868  -0.3735
C -1.375 0.026 2.136  -0.1698
C -0.735 -1.361 1.813  -0.9456
N 0.666 -0.539 -3.050  -0.6383
N -2.789 -0.002 1.867  -0.6022
N -1.253 -1.669 0.505  -0.1306
N 2.458 0.278 -1.798  -0.4906
S -2.975 -1.878 0.710  -0.0380
H -2.165 -1.904 -2.017  0.3484
H 1.348 -0.617 0.165  0.2751
H -0.978 -1.290 -4.063  0.2841
H 3.228 2.485 1.149  0.4225
H 1.304 5.080 0.667  0.3873
H -1.398 0.485 3.155  0.3934
H -0.882 0.866 1.585  0.2103
H 0.277 -1.389 2.004  0.3832
H -1.207 -1.978 2.545  0.3856
H -3.292 -0.443 2.647  0.3211
H 2.769 0.906 -1.120  0.1802
H 2.856 0.675 -2.720  0.2635

Values from the calculation:
- total energy (eV) = -26318.2462
- energy above the lowest of the compared OMol25 structures with the same formula, charge and spin (kcal/mol) = 34.4
- HOMO energy (eV) = -8.258


5.
Entry from the OMol25 dataset: a single C9H12NOPS molecule (ωB97M-V with the def2-TZVPD basis set).

Last column: Mulliken charge in e.
Cartesian coordinates (Å):
C -2.180 3.300 -1.074  -0.3515
C -3.267 2.930 -0.269  -0.4988
C -1.020 2.559 -1.002  -0.4490
C -3.035 1.992 0.725  -0.2552
C -0.835 1.516 -0.064  0.8968
C -1.797 1.390 0.915  -0.6142
C 0.553 0.892 0.221  -0.5962
C 1.901 -3.066 1.026  -0.7931
C 2.100 -2.516 -1.334  -0.1673
N 1.438 -2.502 -0.234  0.0277
O 0.315 -0.422 0.776  -0.2979
P -0.262 -1.700 -0.090  0.0831
S -0.649 -0.948 -1.890  -0.4831
H -2.452 4.201 -1.733  0.2513
H -4.203 3.520 -0.232  0.3151
H -0.142 2.959 -1.633  0.1706
H -3.782 1.670 1.466  0.2859
H 1.173 1.012 -0.693  0.2830
H 1.156 1.282 1.091  0.2933
H 1.407 -2.328 1.684  0.2628
H 1.473 -4.025 0.973  0.3573
H 3.037 -2.956 0.967  0.3427
H 1.863 -1.884 -2.103  0.2903
H -1.721 0.888 1.830  0.4364
H 3.051 -3.158 -1.442  0.2098

Values from the calculation:
- total energy (eV) = -33187.3728
- energy above the lowest of the compared OMol25 structures with the same formula, charge and spin (kcal/mol) = 55.8
- HOMO energy (eV) = -7.623


6.
Entry from the OMol25 dataset: a single C9H12O3S molecule (ωB97M-V with the def2-TZVPD basis set).

Last column: Mulliken charge in e.
Cartesian coordinates (Å):
C 2.257 0.191 0.712  0.0359
C 1.295 0.929 1.479  0.4509
C 3.441 0.006 0.125  -0.8672
C -1.340 1.091 -1.348  -0.7525
C -1.893 -0.296 -1.202  -0.5785
C 0.099 1.061 -0.724  -0.5672
C -2.091 -0.730 0.266  -0.8049
C -0.054 0.841 0.816  -0.1430
C -0.729 -0.574 0.986  -0.5746
O 1.560 1.408 2.569  -0.5861
O 0.684 -2.662 1.481  -0.6676
O 0.632 -2.127 -0.931  -0.5262
S 0.674 -1.667 0.441  0.9569
H 3.771 -0.859 -0.414  0.2981
H 4.155 0.740 0.125  0.3378
H -1.125 1.226 -2.395  0.3656
H -2.129 1.769 -0.880  0.2767
H -2.884 -0.523 -1.562  0.3641
H -1.268 -1.037 -1.759  0.3361
H 0.811 0.275 -1.104  0.4086
H 0.784 1.964 -0.848  0.3322
H -2.882 -0.106 0.682  0.4140
H -2.176 -1.880 0.268  0.2878
H -0.820 1.697 1.248  0.4693
H -0.772 -0.738 1.970  0.7339

Values from the calculation:
- total energy (eV) = -26500.5607
- energy above the lowest of the compared OMol25 structures with the same formula, charge and spin (kcal/mol) = 97.8
- HOMO energy (eV) = -9.323


7.
Entry from the OMol25 dataset: a molecular structure, C9H12O6Rb (ωB97M-V with the def2-TZVPD basis set).

Last column: Mulliken charge in e.
Cartesian coordinates (Å):
Rb 2.301 -2.307 -1.080  0.9869
C 0.921 2.545 -0.500  -0.4456
C 0.773 3.621 0.441  0.4954
C 1.371 3.440 1.888  0.4173
O 1.022 4.259 2.735  -0.7194
C 2.198 2.321 2.081  -0.7720
C 2.349 1.293 1.134  0.6077
C 1.688 1.445 -0.217  0.1199
O 1.908 0.493 -1.047  -0.8794
O 3.033 0.261 1.331  -0.8228
O 0.208 4.670 0.162  -0.6894
H 0.418 2.686 -1.452  0.4057
H 2.768 2.230 3.000  0.3473
C -1.496 -4.120 -2.042  -0.6448
O -0.404 -3.269 -1.758  -0.4492
H -1.697 -4.791 -1.192  0.2657
H -2.402 -3.565 -2.278  0.2603
H -1.234 -4.821 -2.836  0.2351
H -0.721 -2.429 -1.366  0.3926
C -2.143 -0.918 0.888  -1.4028
C -1.233 0.058 0.146  0.2044
O -0.514 -0.682 -0.840  -0.5930
H -1.548 -1.779 1.214  0.3031
H -2.955 -1.307 0.269  0.2951
H -2.549 -0.480 1.800  0.3843
H -0.509 0.456 0.856  0.1000
H -1.859 0.836 -0.292  0.2424
H 0.305 -0.147 -1.046  0.3554

Values from the calculation:
- total charge = -1
- total energy (eV) = -22468.8899
- HOMO energy (eV) = -3.019


8.
Entry from the OMol25 dataset: a single C9H13BrO molecule (ωB97M-V with the def2-TZVPD basis set).

Last column: Mulliken charge in e.
Cartesian coordinates (Å):
C -1.977 0.325 0.070  -0.4032
C -1.377 -0.968 0.414  -0.4618
C -1.235 1.197 -0.608  -0.7377
C -0.728 -1.753 -0.392  0.0926
C 0.216 1.261 -0.921  0.8518
C 1.016 0.645 0.085  -0.0497
C -0.228 -3.136 0.095  -1.2077
C 0.627 2.762 -1.225  -1.6804
C 1.407 0.336 2.413  -0.5140
O 0.808 0.748 1.309  -0.1628
Br 2.751 -0.365 -0.381  -0.2340
H -2.984 0.461 0.414  0.4331
H -1.173 -1.201 1.446  0.2751
H -1.740 2.125 -0.874  0.3726
H 0.513 0.813 -1.862  0.3375
H 0.370 -2.905 1.037  0.2710
H 0.500 -3.453 -0.602  0.3525
H -1.127 -3.689 0.197  0.3645
H 1.705 2.824 -1.006  0.4111
H 0.240 3.321 -0.360  0.4296
H 0.379 3.078 -2.207  0.3937
H 0.962 0.877 3.295  0.2081
H 2.311 -0.209 2.406  0.2743
H -0.579 -1.576 -1.458  0.3836

Values from the calculation:
- total energy (eV) = -81627.9694
- energy above the lowest of the compared OMol25 structures with the same formula, charge and spin (kcal/mol) = 73.5
- HOMO energy (eV) = -7.074


9.
Entry from the OMol25 dataset: a single C9H13Cl2N molecule (ωB97M-V with the def2-TZVPD basis set).

Last column: Mulliken charge in e.
Cartesian coordinates (Å):
C -1.556 2.142 2.593  -0.8487
N -0.943 1.429 1.574  -0.0754
C -1.403 0.923 0.555  -0.2847
Cl -3.235 0.920 0.159  -0.2387
C -0.504 0.358 -0.476  1.1549
Cl -0.472 1.554 -1.832  -0.1751
C -0.890 -1.129 -0.831  -1.4946
C 0.429 -1.830 -0.734  0.4124
C 1.297 -1.185 -1.809  -0.8995
C 1.927 0.022 -1.203  -0.7070
C 0.999 0.303 -0.049  -0.5803
C 0.906 -1.189 0.519  -0.9898
H -1.076 3.135 2.750  0.2769
H -1.399 1.586 3.521  0.2925
H -2.640 2.412 2.380  0.2902
H -1.420 -1.337 -1.762  0.3055
H -1.533 -1.325 -0.008  0.5985
H 0.343 -2.977 -0.692  0.3550
H 0.713 -0.994 -2.679  0.3767
H 2.112 -1.831 -2.080  0.3803
H 2.953 -0.250 -0.774  0.3499
H 2.017 0.847 -1.986  0.3136
H 1.244 1.170 0.590  0.5134
H 0.196 -1.327 1.389  0.3407
H 1.934 -1.429 0.887  0.3333

Values from the calculation:
- SMILES = C/N=C(\Cl)[C@]1(Cl)C[C@H]2CC[C@@H]1C2
- total energy (eV) = -36077.8435
- HOMO energy (eV) = -9.915


> Among the records above, which one has the highest total energy?

C9H12N4O


> The highest total energy belongs to which entry?

C9H12N4O


> Which value of total energy does entry 1 give?

-18075.0670 eV